1.
Density functional theory data (the ωB97M-V functional and the def2-TZVPD basis) for a cluster of 3 separate species, C12H19Br3NO6PS in total.

For the lowest unoccupied orbital energy, the calculation gives -0.2 eV. The HOMO-LUMO gap is 9.19 eV. The SMILES is C/C(Br)=C(\Br)P(Br)N=C=S.CCOC(=O)OC.CCOC(=O)OC.

Each line ends with the Mulliken charge.
Geometry (Å):
C: -4.92332 -2.00367 -6.56197  -1.3606
C: -4.19545 -0.89261 -7.24827  0.6718
Br: -3.63253 -1.31554 -9.00057  -0.1505
C: -3.94735 0.31762 -6.74713  -0.1080
Br: -4.52439 0.67262 -4.98797  -0.0324
P: -2.93221 1.55438 -7.63021  0.1856
Br: -4.18853 3.34911 -7.38009  -0.1834
N: -1.77255 1.86939 -6.36251  -0.2977
C: -1.16395 0.99659 -5.78887  0.5041
S: -0.37397 -0.12869 -5.04972  -0.3293
H: -4.53212 -2.13669 -5.55225  0.3763
H: -5.98326 -1.75615 -6.47488  0.3314
H: -4.81594 -2.93442 -7.11006  0.4068
C: 0.31574 2.35294 -2.00557  -0.9427
C: 1.22087 1.14146 -1.99112  -0.0849
O: 2.38407 1.35088 -1.16767  -0.4077
C: 2.18515 1.23403 0.14213  0.7682
O: 1.15303 0.92358 0.68186  -0.5706
O: 3.33322 1.49929 0.76496  -0.3545
C: 3.25527 1.45522 2.19236  -0.2803
H: 0.87182 3.23672 -2.31999  0.2895
H: -0.50385 2.19143 -2.70611  0.2128
H: -0.10558 2.53436 -1.01816  0.3181
H: 1.63027 0.94759 -2.97974  0.2545
H: 0.69388 0.25099 -1.64917  0.2953
H: 2.83448 0.51071 2.52936  -0.0204
H: 2.64431 2.27650 2.56345  0.2873
H: 4.27396 1.55881 2.55213  0.2288
C: 0.04399 -1.25100 4.06959  -1.1130
C: 1.43172 -1.82224 4.26299  -0.2725
O: 2.16256 -1.13134 5.29285  -0.3128
C: 1.81991 -1.44855 6.53966  0.7512
O: 1.00159 -2.26814 6.86897  -0.5540
O: 2.54226 -0.69778 7.37264  -0.3325
C: 2.27038 -0.92181 8.75985  -0.6377
H: 0.09828 -0.18208 3.86102  0.2794
H: -0.43736 -1.73927 3.22231  0.3452
H: -0.57053 -1.40747 4.95458  0.3839
H: 2.02814 -1.67974 3.36378  0.2759
H: 1.39830 -2.88651 4.49270  0.3737
H: 2.38299 -1.97483 9.00761  0.2983
H: 1.26008 -0.59922 9.00553  0.2912
H: 2.99910 -0.32280 9.29667  0.2162

2.
Density functional theory data (the ωB97M-V functional and the def2-TZVPD basis) for a cluster of 3 separate species, C12H19F5NO6S2 in total.

The net charge is -1. For the lowest unoccupied orbital energy, the calculation gives 2.2 eV. The HOMO-LUMO gap is 7.05 eV.

Each line ends with the Mulliken charge.
Geometry (Å):
O: 2.98353 -0.80396 -0.88312  -0.7733
C: 2.46884 0.19920 -0.36822  0.7468
O: 2.84487 0.87606 0.60292  -0.7916
C: 1.21290 0.76104 -1.07156  -0.7842
N: 0.30218 -0.23668 -1.60746  -0.1150
C: -0.67712 -0.80886 -0.84109  0.6325
F: -0.22909 -1.24040 0.38024  -0.2948
F: -1.20778 -1.88732 -1.49963  -0.3477
C: -1.90357 0.12441 -0.49487  0.6446
F: -1.74776 0.76169 0.66908  -0.2554
F: -3.04748 -0.59551 -0.39841  -0.2277
F: -2.10239 1.04726 -1.44231  -0.2929
H: 1.54750 1.39179 -1.89399  0.4461
H: 0.69751 1.41747 -0.36958  0.1962
H: 0.39436 -0.55606 -2.55073  0.2487
C: -5.89276 -2.56772 1.12448  -0.6432
C: -6.95901 -3.67005 1.05426  -0.6280
C: -8.21324 -3.05232 0.42387  -0.6708
S: -7.62900 -1.72535 -0.64658  1.1968
O: -8.11705 -0.47396 -0.12327  -0.6711
O: -7.86196 -2.07769 -2.02444  -0.6790
C: -5.89463 -1.89437 -0.24283  -0.5399
H: -4.90904 -2.96793 1.36246  0.3495
H: -6.15528 -1.84092 1.89586  0.3148
H: -6.59601 -4.48728 0.42826  0.3024
H: -7.17954 -4.08331 2.03754  0.3206
H: -8.77788 -3.75546 -0.18258  0.3565
H: -8.86463 -2.59850 1.16787  0.3550
H: -5.42807 -0.91426 -0.25400  0.3078
H: -5.44324 -2.52964 -1.00393  0.3298
C: 7.95081 2.53069 1.11247  -0.5881
C: 6.83104 1.48477 1.21129  -0.7444
C: 5.53485 2.13044 0.70824  -0.2022
S: 6.04078 3.38532 -0.47155  1.1669
O: 5.71151 4.69631 0.04091  -0.6836
O: 5.67434 3.02740 -1.81795  -0.6750
C: 7.81180 3.15292 -0.27101  -0.7358
H: 8.93819 2.09048 1.25534  0.3462
H: 7.81114 3.29873 1.87697  0.2882
H: 7.07710 0.62420 0.58634  0.3140
H: 6.70723 1.12267 2.23057  0.3305
H: 4.86027 1.42254 0.22563  0.0520
H: 4.99072 2.63839 1.50016  0.3758
H: 8.30718 4.11485 -0.38161  0.3829
H: 8.13788 2.46893 -1.05405  0.3391

3.
Density functional theory data (the ωB97M-V functional and the def2-TZVPD basis) for a structure of composition C12H19F5O4PdTe2.

The net charge is -2. For the lowest unoccupied orbital energy, the calculation gives 4.5 eV. The HOMO-LUMO gap is 5.54 eV.

Each line ends with the Mulliken charge.
Geometry (Å):
Pd: -0.20015 1.10941 0.22470  0.8251
C: -1.97955 2.50405 -2.62430  -0.7341
O: -1.88049 1.21180 -2.07576  -0.1449
C: -3.06566 0.68094 -1.56817  -0.5318
C: -2.69160 -0.49223 -0.70376  -0.7221
O: -2.17038 -0.01360 0.53597  0.2655
C: -1.86436 -1.10264 1.40069  -0.8462
C: -1.31558 -0.56914 2.69643  -0.3872
O: 0.08525 -0.56543 2.63253  -0.2438
C: 0.70528 0.32891 3.52230  -0.5481
H: -2.66327 2.51345 -3.48709  0.3193
H: -0.97290 2.77715 -2.92925  0.1817
H: -2.33276 3.21981 -1.87236  0.2218
H: -3.73035 0.34158 -2.38061  0.4150
H: -3.61743 1.41835 -0.96729  0.2369
H: -1.92834 -1.09439 -1.20519  0.3173
H: -3.58037 -1.10242 -0.49188  0.4328
H: -1.12657 -1.75779 0.92927  0.3419
H: -2.79846 -1.65049 1.58368  0.4634
H: -1.65561 -1.21933 3.52082  0.3848
H: -1.71549 0.43826 2.86923  0.1662
H: 0.70322 -0.06790 4.54953  0.3055
H: 0.21422 1.30658 3.50519  0.1075
H: 1.72764 0.46311 3.17600  0.2267
Te: -0.48001 3.36692 1.27646  -0.1395
C: -2.43998 3.65828 2.11793  -0.6657
C: -3.62994 3.18513 1.55619  0.2700
C: -4.86803 3.45242 2.13033  -0.4053
C: -4.95731 4.21370 3.28979  -0.3996
C: -3.78626 4.69165 3.86890  -0.5228
C: -2.55140 4.40900 3.29615  -0.4391
H: -3.58340 2.59076 0.65117  0.2104
H: -5.77030 3.06877 1.66518  0.3551
H: -5.92175 4.42862 3.73615  0.3375
H: -3.83449 5.27793 4.78125  0.3130
H: -1.64511 4.77349 3.76959  0.3238
F: 1.15595 1.69010 -2.15584  -0.4996
Te: 2.59644 1.12229 -0.92340  1.4120
F: 0.33948 -0.75255 -0.48283  -0.8126
F: 3.54641 0.70887 -2.74294  -0.6321
F: 3.25488 2.83567 -1.39381  -0.4434
F: 4.20738 1.26974 0.28366  -0.5848
O: 1.58421 2.01740 0.47704  -0.7305

4.
Density functional theory data (the ωB97M-V functional and the def2-TZVPD basis) for the ion C12H19F9NO3S with charge +1 in a non-equilibrium geometry.

The net charge is +1. For the lowest unoccupied orbital energy, the calculation gives -3.1 eV. The HOMO-LUMO gap is 11.82 eV. The SMILES is CC[N+](CC)(CC)[C@@H](C)OS(=O)(=O)C(F)(F)C(F)(F)C(F)(F)C(F)(F)F.

Each line ends with the Mulliken charge.
Geometry (Å):
C: -3.20058 0.58132 0.34502  -1.3271
C: -2.06679 1.21704 -0.47769  -0.6816
N: -1.01527 1.94290 0.27216  1.0589
C: -0.15905 2.57829 -0.80905  -0.1783
C: 0.47897 1.72037 -1.92072  -1.1346
C: -1.55378 3.05790 1.12594  -0.5631
C: -2.44937 4.09907 0.42603  -1.3564
C: -0.14703 1.04795 1.14085  -0.2279
C: -0.65470 0.85995 2.58889  -1.6380
O: -0.04728 -0.28360 0.57429  -0.2399
S: 1.47718 -0.99202 0.76684  1.2394
O: 2.44891 0.00896 0.30997  -0.6310
O: 1.63051 -1.32095 2.21561  -0.5989
C: 1.39954 -2.54428 -0.23978  0.6411
F: 0.59188 -3.41911 0.41269  -0.2361
F: 0.86435 -2.33757 -1.48986  -0.2857
C: 2.84630 -3.13967 -0.32894  0.5007
F: 3.58285 -2.36104 -1.21643  -0.2685
F: 3.46440 -3.05670 0.87895  -0.2264
C: 2.94910 -4.63944 -0.68492  0.5519
F: 4.28677 -4.89696 -0.84550  -0.2613
F: 2.52006 -5.37613 0.39937  -0.2375
C: 2.18918 -5.11063 -1.96086  0.6454
F: 2.25868 -4.20579 -2.98460  -0.2268
F: 2.66098 -6.30022 -2.47992  -0.2362
F: 0.85657 -5.28035 -1.68512  -0.2244
H: -3.79074 1.33070 0.87472  0.3129
H: -2.86555 -0.11976 1.09330  0.2679
H: -3.91696 0.02672 -0.31687  0.4080
H: -2.54975 1.92130 -1.16393  0.6023
H: -1.51833 0.47335 -1.09261  0.3894
H: 0.71371 3.11669 -0.33720  0.3744
H: -0.83375 3.34464 -1.28422  0.1344
H: -0.29057 1.21740 -2.53203  0.3176
H: 1.14779 0.98563 -1.51373  0.1810
H: 1.05558 2.39563 -2.56505  0.4626
H: -2.15184 2.67512 1.96803  0.4513
H: -0.70374 3.60964 1.60179  0.4197
H: -2.72665 4.89625 1.09598  0.4551
H: -3.38134 3.63086 0.09417  0.3045
H: -1.95371 4.55936 -0.45562  0.3433
H: 0.81399 1.52420 1.17314  0.5681
H: -0.06498 0.17868 3.18646  0.4102
H: -1.65023 0.55123 2.70818  0.2974
H: -0.54532 1.83308 3.13227  0.4420

5.
Density functional theory data (the ωB97M-V functional and the def2-TZVPD basis) for a structure of composition C12H19MnN5O5S.

The net charge is +2. For the lowest unoccupied orbital energy (spin up / spin down), the calculation gives -9.3 / -7.9 eV. As for the spin multiplicity: 4. The HOMO-LUMO gap (spin up / spin down) is 6.49 / 7.96 eV. As for the expectation value of S²: 3.9582.

Each line ends with the Mulliken charge.
Geometry (Å):
Mn: -0.91196 0.53659 -1.12470  0.5254
O: -3.04061 -4.94463 -0.94827  -0.4502
C: -2.48393 -3.75723 -1.05276  0.9182
C: -2.17683 -3.14324 -2.28285  -0.5073
C: -1.62036 -1.90202 -2.24880  0.2988
N: -1.36973 -1.29078 -1.08575  0.0587
C: -1.66313 -1.85042 0.09915  0.4604
C: -2.21509 -3.08696 0.16107  -0.5548
C: -1.34471 -0.89047 1.21708  0.2450
O: -1.27008 -1.20186 2.36323  -0.5093
O: -1.12005 0.34413 0.72720  -0.6226
C: -1.28884 -0.99333 -3.41047  0.2762
O: -1.35997 -1.30815 -4.54779  -0.4677
O: -0.92811 0.23417 -2.93939  -0.6633
H: -3.22934 -5.36168 -1.79921  0.3412
H: -2.37604 -3.61487 -3.23823  0.4985
H: -2.46930 -3.55082 1.10701  0.6305
C: 1.76556 0.20932 2.99699  -1.1916
N: 2.00536 -0.04988 1.56163  0.0798
C: 2.22928 -1.47799 1.25655  -0.9826
C: 1.87834 0.88992 0.62973  0.7028
S: 1.37938 0.43098 -1.02309  -0.1743
N: 2.22887 2.15091 0.85198  0.0641
C: 3.15764 2.53134 1.93613  -1.2032
C: 1.90076 3.27693 -0.04311  -0.5114
H: 1.03724 -0.52218 3.33952  0.4381
H: 1.34884 1.19711 3.14990  0.3638
H: 2.67881 0.09169 3.58097  0.3702
H: 2.99585 -1.84347 1.93868  0.3729
H: 2.58091 -1.61539 0.24293  0.4295
H: 1.32997 -2.06154 1.42696  0.2966
H: 3.69894 1.66712 2.30336  0.4023
H: 2.63179 3.01865 2.75680  0.3940
H: 3.87472 3.23706 1.52163  0.4291
H: 0.97117 3.10599 -0.56357  -0.1684
H: 2.69090 3.42506 -0.77756  0.3555
H: 1.81571 4.17617 0.56271  0.4336
N: -2.65409 1.68844 -1.34572  -0.1850
N: -1.46560 2.49285 -1.39942  -0.3489
H: -3.16027 1.68839 -2.22275  0.3040
H: -3.27378 1.96186 -0.59439  0.2998
H: -1.48465 3.26707 -0.74958  0.2657
H: -1.29356 2.84515 -2.33380  0.2861

Q: Which formula does entry 2 have?
A: C12H19F5NO6S2